Density functional theory data (wB97M-V/def2-TZVPD) for one molecule with the formula C4H7NO.

Its HOMO energy is -9.716 eV. Its SMILES is CC(C)=NC=O. As for the orbital gap: 10.4317 eV. The total energy is -7798.6176 eV. The LUMO energy is 0.0263 Eh. The relative energy (zero: lowest compared OMol25 entry of this formula, charge and spin) is 23.68 kcal per mole.

Element x y z (Å)
1 C -1.4868 -0.8914 0.3723
2 C -0.1900 -0.2152 0.0119
3 C -0.2818 1.2212 -0.4254
4 N 0.8746 -0.9106 0.1010
5 C 2.1438 -0.3517 0.0347
6 O 2.4991 0.6382 0.6350
7 H -1.6176 -1.8028 -0.2117
8 H -2.3495 -0.2387 0.2286
9 H -1.4397 -1.1862 1.4238
10 H -0.9378 1.2731 -1.3006
11 H -0.7563 1.8085 0.3694
12 H 0.6867 1.6656 -0.6534
13 H 2.8466 -0.9698 -0.5503

Charges per atom according to natural (NBO) partitioning, unit e: C -0.676; C 0.405; C -0.699; N -0.520; C 0.524; O -0.562; H 0.243; H 0.213; H 0.243; H 0.228; H 0.239; H 0.244; H 0.117